[1]
The following is a DFT calculation (ωB97M-V/def2-TZVPD) of C13H17IN2Pb as an isolated structure at a distorted geometry.

XYZ file:
```
34
Properties=species:S:1:pos:R:3:mulliken_charge:R:1
C 3.444 -1.835 -1.465 -0.747
C 2.972 -3.075 -0.669 -0.939
H 2.761 -1.615 -2.302 0.215
H 4.455 -2.022 -1.875 0.378
H 3.525 -0.939 -0.826 0.176
H 1.934 -3.347 -0.889 0.268
H 3.567 -3.951 -0.953 0.371
H 3.091 -2.909 0.412 0.319
Pb 1.161 -0.982 0.010 0.716
C 2.067 -1.446 2.097 -1.701
H 1.682 -2.421 2.418 0.405
H 1.702 -0.651 2.757 0.448
H 3.159 -1.426 2.085 0.445
I 2.447 1.589 0.287 -0.423
C -1.862 0.644 3.411 -0.750
C -2.693 1.615 2.864 -0.443
C -2.679 1.809 1.480 -0.535
C -1.846 1.019 0.671 0.438
N -1.061 0.057 1.222 -0.149
C -1.076 -0.127 2.554 -0.152
C -1.767 1.222 -0.806 0.495
C -2.634 2.114 -1.479 -0.577
C -2.532 2.252 -2.869 -0.433
C -1.543 1.540 -3.546 -0.651
C -0.709 0.690 -2.807 -0.128
N -0.839 0.512 -1.488 0.032
H -1.802 0.471 4.485 0.366
H -3.343 2.216 3.497 0.414
H -3.281 2.577 1.004 0.222
H -0.436 -0.920 2.949 0.559
H -3.349 2.673 -0.896 0.255
H -3.200 2.920 -3.403 0.416
H -1.422 1.600 -4.626 0.365
H 0.104 0.144 -3.304 0.325
```

Output
- total charge = 0
- orbital gap (eV) = 6.89
- lowest unoccupied orbital energy (eV) = -0.3427
- calculated total energy (Eh) = -1105.61610

---

[2]
The following is a DFT calculation (ωB97M-V/def2-TZVPD) of C13H17INO6RuSSe2 as an isolated structure at a distorted geometry.

XYZ file:
```
42
Properties=species:S:1:pos:R:3:mulliken_charge:R:1
Ru 0.144 -0.344 0.237 0.635
O -1.279 -0.236 4.298 -0.518
C -0.622 -0.138 3.100 0.715
O -1.296 -0.241 2.054 -0.666
C 0.773 0.063 3.135 -0.127
C 1.562 0.062 4.298 -0.916
C 2.959 0.004 4.128 -0.081
C 3.553 0.164 2.904 -0.955
C 2.682 0.604 1.754 1.679
N 1.308 0.165 1.872 -0.486
C 3.210 0.091 0.420 0.313
O 4.458 0.459 0.085 -0.472
O 2.577 -0.613 -0.322 -0.583
H -2.194 -0.402 4.036 0.329
H 1.093 -0.040 5.266 0.391
H 3.587 -0.205 4.991 0.363
H 4.617 0.030 2.747 0.277
H 4.773 1.138 0.700 0.248
O -1.122 -2.393 -4.085 -0.621
C -1.008 -1.058 -3.585 -1.430
C -2.190 -0.627 -2.711 2.240
C -3.455 -0.791 -3.564 -1.240
O -4.663 -0.403 -2.893 -0.583
C -2.379 -1.478 -1.429 -1.648
Se -0.794 -2.479 -0.803 -0.529
C -2.012 0.852 -2.359 -1.507
Se -0.295 1.315 -1.484 0.054
H -0.964 -2.949 -3.302 0.352
H -0.957 -0.387 -4.447 0.529
H -0.089 -0.949 -3.020 0.522
H -3.515 -1.829 -3.896 0.404
H -3.385 -0.156 -4.451 0.447
H -4.631 -0.791 -2.012 0.383
H -3.183 -2.212 -1.564 0.455
H -2.644 -0.844 -0.589 0.574
H -2.803 1.195 -1.698 0.490
H -2.020 1.480 -3.250 0.410
S -0.508 3.454 -1.386 -0.716
I 4.323 3.381 1.857 -0.138
C 2.446 2.129 1.673 -1.552
H 2.017 2.491 0.743 0.361
H 1.926 2.489 2.552 0.599
```

Output
- total charge = -2
- 2S+1 = 2
- orbital gap (alpha / beta) (eV) = 3.73 / 4.80
- lowest unoccupied orbital energy (alpha / beta) (eV) = 3.9364 / 3.9205
- calculated total energy (Eh) = -6605.39569
- <S²> = 1.126

---

[3]
The following is a DFT calculation (ωB97M-V/def2-TZVPD) of one molecule with the formula C13H17N3O5 at a distorted geometry.

XYZ file:
```
38
Properties=species:S:1:pos:R:3:mulliken_charge:R:1
C -2.560 -1.474 1.606 0.564
C -1.779 -2.411 0.808 -0.007
C -1.781 -0.389 2.210 -1.192
C -0.705 -0.824 3.302 0.625
C -0.844 -0.557 -0.794 0.856
C -1.366 -0.343 -2.330 0.238
C 0.627 -0.343 -0.452 -0.710
C 1.405 0.835 -1.162 -0.519
C 0.797 2.043 -1.246 0.018
C 2.726 0.670 -1.604 -0.355
C 1.559 3.109 -1.727 -0.892
C 3.490 1.725 -2.073 -0.553
C 2.876 2.981 -2.137 0.886
H -3.011 -1.952 3.521 0.296
H -3.533 -3.066 2.435 0.296
H -3.178 -1.002 0.836 0.341
H -2.656 0.088 2.746 0.477
H -1.398 0.369 1.509 0.453
H 1.209 -0.793 3.704 0.226
H 0.961 0.371 2.503 0.254
H -0.620 -2.637 -0.777 0.293
H -1.478 0.254 -0.384 0.063
H 1.226 -1.256 -0.741 0.398
H 0.740 -0.298 0.605 -0.055
H -0.233 2.289 -1.021 0.395
H 3.056 -0.344 -1.597 0.425
H 1.153 4.079 -1.715 0.445
H 4.507 1.458 -2.468 0.226
H 4.428 3.788 -2.955 0.280
H 0.377 -0.290 -2.843 0.400
N -3.408 -2.060 2.568 -0.732
N 0.546 -0.318 3.177 -0.385
N -1.291 -1.920 -0.488 -0.234
O -1.366 -3.475 1.212 -0.605
O -1.106 -1.573 4.185 -0.632
O -2.547 -0.182 -2.519 -0.539
O 3.573 4.086 -2.610 -0.546
O -0.395 -0.637 -3.285 -0.502
```

Output
- total charge = 0
- orbital gap (eV) = 9.27
- lowest unoccupied orbital energy (eV) = 0.2065
- calculated total energy (Eh) = -1046.03167
- SMILES string = NC(=O)C[C@H](N)C(=O)N[C@@H](Cc1ccc(O)cc1)C(=O)O

---

[4]
The following is a DFT calculation (ωB97M-V/def2-TZVPD) of C13H17NO2S as an isolated structure at a distorted geometry.

XYZ file:
```
34
Properties=species:S:1:pos:R:3:mulliken_charge:R:1
C -2.961 -1.935 -0.122 -0.613
H -3.970 -1.664 0.486 0.257
H -3.251 -2.905 -0.665 0.344
H -2.831 -1.055 -0.893 0.171
S -1.595 -1.841 0.900 -0.277
C -1.408 -0.376 1.640 1.393
C -1.498 -0.287 3.072 -1.041
C -1.780 0.984 3.480 -0.163
C -1.586 2.106 2.703 -0.220
C -1.385 2.005 1.483 -1.083
C -1.325 0.536 0.723 0.115
C -1.048 0.681 -0.817 0.041
O -1.576 1.711 -1.389 -0.691
N -0.138 -0.299 -1.023 0.125
H 0.170 -0.786 -0.428 0.232
C 0.543 -0.322 -2.321 -1.644
H 0.166 -1.119 -2.712 0.562
H 0.064 0.552 -2.875 0.433
C 1.793 -0.238 -2.428 0.724
H 2.316 -0.419 -3.426 0.352
C 2.630 -1.125 -1.562 -0.729
H 3.714 -1.685 -1.959 0.259
H 2.021 -2.172 -1.283 0.251
C 3.085 -0.482 -0.174 -0.524
H 2.142 -0.662 0.408 0.083
C 2.572 1.086 -0.600 -0.553
H 3.538 1.939 -0.381 0.235
O 2.314 0.973 -2.094 -0.471
H 1.903 1.461 -0.080 0.452
H 4.028 -0.460 0.154 0.468
H -1.321 2.770 0.757 0.506
H -1.633 3.141 3.177 0.281
H -1.892 0.970 4.663 0.230
H -1.801 -1.085 3.584 0.496
```

Output
- total charge = 0
- orbital gap (eV) = 8.72
- lowest unoccupied orbital energy (eV) = 0.4090
- calculated total energy (Eh) = -1108.56397

---

[5]
The following is a DFT calculation (ωB97M-V/def2-TZVPD) of an isolated ion of composition C13H17NP and charge +1 at a distorted geometry.

XYZ file:
```
32
Properties=species:S:1:pos:R:3:mulliken_charge:R:1
C 4.237 -1.186 0.457 -0.247
C 3.908 0.210 0.431 -0.644
C 3.254 -2.137 0.762 -0.830
C 2.616 0.595 0.603 -0.350
C 1.951 -1.695 0.837 -0.191
C 1.637 -0.352 0.790 0.298
C -2.080 1.074 -0.867 -0.886
C -2.092 -1.228 -0.066 -0.623
C -2.784 -0.038 -0.575 1.216
C -0.574 1.243 -0.756 -0.161
C -4.228 -0.116 -0.950 -1.560
C 0.042 0.588 -1.995 -1.731
C -0.681 1.192 2.214 -1.183
N -0.990 -1.162 0.601 -0.462
P -0.150 0.239 0.742 1.006
H 5.166 -1.697 0.165 0.343
H 4.686 1.025 0.388 0.335
H 3.617 -3.020 0.619 0.496
H 2.461 1.624 0.461 0.395
H 1.058 -2.354 0.942 0.368
H -2.665 1.944 -1.172 0.393
H -2.628 -2.162 -0.188 0.448
H -0.211 2.205 -0.610 0.710
H -4.328 0.027 -1.940 0.391
H -4.702 0.742 -0.459 0.374
H -4.750 -1.031 -0.576 0.413
H -0.268 -0.372 -2.035 0.534
H 1.109 0.612 -1.968 0.417
H -0.398 0.974 -2.848 0.512
H -1.488 1.915 1.782 0.343
H 0.075 1.919 2.328 0.435
H -0.800 0.424 2.885 0.443
```

Output
- total charge = +1
- orbital gap (eV) = 8.61
- lowest unoccupied orbital energy (eV) = -4.2971
- calculated total energy (Eh) = -901.36718

---

[6]
The following is a DFT calculation (ωB97M-V/def2-TZVPD) of C13H18Cl2N2O2PSZr as an isolated structure at a distorted geometry.

XYZ file:
```
40
Properties=species:S:1:pos:R:3:mulliken_charge:R:1
C 0.565 -3.596 -1.487 -1.082
C 0.890 -2.356 -0.775 0.489
H -0.553 -3.711 -1.583 0.330
H 1.064 -4.462 -1.024 0.405
H 1.061 -3.518 -2.471 0.365
O -0.011 -1.544 -0.364 -0.598
Cl 2.515 -1.959 -0.742 0.059
Zr -0.138 0.715 0.419 0.969
P -0.032 0.937 -2.170 1.169
C -1.552 1.367 -3.078 -1.366
C 1.119 2.204 -2.768 -1.228
H 1.474 -0.836 -2.966 0.374
H 0.586 -0.024 -4.306 0.565
H -0.237 -1.245 -3.271 0.349
C 0.501 -0.430 -3.282 -1.327
H 2.096 2.047 -2.302 0.421
H 1.208 2.127 -3.861 0.427
H -1.336 1.487 -4.158 0.388
H -1.986 2.296 -2.692 0.452
H 0.762 3.195 -2.475 0.426
H -2.315 0.589 -2.946 0.428
C -2.151 1.116 0.047 0.470
O -3.297 1.083 -0.213 0.019
Cl 1.108 2.712 0.736 -0.219
N 1.288 -2.146 2.514 -0.261
C 0.377 -1.368 3.142 0.618
N -0.057 -0.198 2.625 -0.387
C -0.829 0.519 3.552 0.640
C -1.389 1.798 3.359 -0.145
C -2.156 2.370 4.405 -1.043
C -2.320 1.648 5.610 -0.628
C -1.777 0.358 5.770 -0.416
C -1.039 -0.194 4.739 0.458
S -0.270 -1.762 4.723 -0.116
H 1.502 -3.031 2.970 0.266
H 1.662 -1.951 1.566 0.015
H -1.245 2.364 2.424 0.479
H -2.607 3.376 4.272 0.408
H -2.866 2.099 6.457 0.400
H -1.889 -0.231 6.680 0.429
```

Output
- total charge = +3
- orbital gap (eV) = 3.73
- lowest unoccupied orbital energy (eV) = -13.6577
- calculated total energy (Eh) = -2472.14313

---

[7]
The following is a DFT calculation (ωB97M-V/def2-TZVPD) of C13H18FeNO4P as an isolated structure at a distorted geometry.

XYZ file:
```
38
Properties=species:S:1:pos:R:3:mulliken_charge:R:1
Fe 0.098 -0.240 -0.076 0.473
O -1.443 2.051 -2.892 -0.528
C -0.974 1.654 -1.867 0.220
O -0.260 0.532 -1.716 -0.721
C -1.150 2.348 -0.540 0.740
C -1.603 3.622 -0.257 -0.635
C -1.593 4.024 1.080 -0.266
C -1.140 3.170 2.087 -0.636
C -0.705 1.915 1.708 0.673
N -0.747 1.560 0.438 -0.037
C -0.105 0.806 2.534 0.292
O -0.135 0.775 3.728 -0.531
O 0.419 -0.137 1.740 -0.725
H -1.940 4.266 -1.056 0.542
H -1.922 5.021 1.337 0.459
H -1.113 3.460 3.128 0.540
C -1.361 -4.364 -0.444 -1.392
C -0.725 -2.971 -0.335 -0.843
P -1.883 -1.596 0.078 1.281
C -2.615 -2.068 1.668 -0.596
C -3.391 -0.955 2.377 -1.093
C -3.127 -1.624 -1.241 -0.583
C -4.039 -0.395 -1.293 -1.077
H -0.594 -5.096 -0.691 0.399
H -2.114 -4.393 -1.230 0.346
H -1.816 -4.663 0.498 0.349
H -0.244 -2.720 -1.290 0.417
H 0.051 -2.988 0.442 0.405
H -1.786 -2.405 2.296 0.391
H -3.258 -2.928 1.462 0.523
H -2.752 -0.100 2.593 0.192
H -3.770 -1.327 3.327 0.385
H -4.243 -0.613 1.791 0.286
H -3.707 -2.539 -1.093 0.515
H -2.574 -1.719 -2.178 0.390
H -4.630 -0.285 -0.385 0.286
H -4.730 -0.493 -2.128 0.388
H -3.466 0.519 -1.450 0.171
```

Output
- total charge = +1
- 2S+1 = 6
- orbital gap (alpha / beta) (eV) = 9.34 / 8.21
- lowest unoccupied orbital energy (alpha / beta) (eV) = -3.7252 / -5.5241
- calculated total energy (Eh) = -2466.74643
- <S²> = 8.767